The following is a quantum chemistry calculation of one molecule with the formula C22H37N5O5, from the Open Molecules 2025 dataset.

As for the highest occupied orbital energy: -9.39 eV. Its SMILES is CC(C)C[C@H](NC(=O)[C@@H](CC(C)C)NC(=O)[C@H]1CCC(=O)N1)C(=O)N1CCC[C@H]1C(N)=O. For the HOMO-LUMO gap, the calculation gives 10.0 eV. For the max |F|, the calculation gives 0.0146 hartree/bohr.

The geometry in XYZ format:
```
69
C22H37N5O5, DFT ωB97M-V/def2-TZVPD
C -4.40040 0.10236 0.24391
C -4.14382 -1.37913 -0.02121
C -3.52970 -2.04021 1.21101
C -3.29976 -1.61155 -1.28329
C -1.80563 -1.30105 -1.17136
N -1.53749 0.09655 -0.88991
C -0.56753 0.46113 -0.04006
O -0.00571 -0.32357 0.70812
C -0.19970 1.94628 -0.06912
C -1.14352 2.85721 0.74164
C -0.98542 2.78932 2.26595
C -1.62903 4.02721 2.89111
C -1.60136 1.52946 2.86826
N 1.16757 2.02138 0.38858
C 2.11519 2.70640 -0.28058
O 1.88126 3.58896 -1.07626
C 3.53752 2.26177 0.08231
C 3.97712 2.72384 1.48829
C 4.68105 1.50436 2.08573
C 4.13705 0.33662 1.28166
O 4.18317 -0.84452 1.58877
N 3.60036 0.82110 0.16076
C -1.14941 -1.58284 -2.53517
O -1.63473 -1.10984 -3.54912
N -0.03510 -2.32831 -2.57339
C 0.60354 -2.56012 -3.86561
C 1.85695 -3.36734 -3.54278
C 1.50748 -4.03449 -2.21449
C 0.71816 -2.93004 -1.49619
C 1.71391 -1.93622 -0.86185
N 2.29599 -2.38709 0.24712
O 1.99139 -0.87462 -1.39616
H -3.48162 0.60315 0.53281
H -5.12044 0.21607 1.05184
H -4.80316 0.58862 -0.64182
H -5.11371 -1.85407 -0.21339
H -3.32058 -3.09099 1.02075
H -2.60620 -1.54400 1.49863
H -4.21862 -1.97760 2.05025
H -3.37964 -2.66440 -1.56681
H -3.70543 -1.02343 -2.10914
H -1.34445 -1.86991 -0.36538
H -1.88109 0.75014 -1.57837
H -0.21910 2.29381 -1.11043
H -0.92639 3.87968 0.42544
H -2.17607 2.63379 0.46472
H 0.08422 2.80393 2.49898
H -2.68989 4.06415 2.65186
H -1.52352 4.00461 3.97318
H -1.16097 4.93631 2.52073
H -1.12421 0.63446 2.48310
H -1.47976 1.53546 3.94933
H -2.66633 1.48409 2.64844
H 1.43734 1.21710 0.94684
H 4.21104 2.63915 -0.69737
H 3.09864 2.98139 2.08189
H 4.62031 3.59901 1.43735
H 5.76174 1.54348 1.93678
H 4.49092 1.36833 3.14845
H 3.11370 0.22909 -0.52199
H 0.82234 -1.60433 -4.34546
H -0.09302 -3.10995 -4.50652
H 2.09578 -4.08595 -4.32348
H 2.70686 -2.69914 -3.40650
H 2.38601 -4.35045 -1.65512
H 0.86070 -4.89776 -2.38011
H 0.06289 -3.33572 -0.72112
H 3.00384 -1.83007 0.74569
H 1.97848 -3.23110 0.68930
```

=====

The following is a quantum chemistry calculation of C20H34ClOsP as an isolated structure, from the Open Molecules 2025 dataset.

As for the highest occupied orbital energy (alpha / beta): -11.34 / -15.14 eV. Its charge is +2. For the HOMO-LUMO gap (alpha / beta), the calculation gives 6.1 / 5.2 eV. For the max |F|, the calculation gives 0.0680 hartree/bohr. The spin multiplicity is 5. The expectation value of S² is 6.013.

The geometry in XYZ format:
```
57
C20H34ClOsP, DFT ωB97M-V/def2-TZVPD
C 0.34348 1.05405 -5.31346
C 1.61560 1.55242 -5.99410
C 0.05563 -0.39391 -5.76024
C -0.74467 1.94423 -5.90211
Cl 0.44785 1.34703 -3.60632
H 0.04942 -0.32947 -6.86348
H -0.94605 -0.74797 -5.45680
H 0.85626 -1.10004 -5.48106
H 1.43862 1.57308 -7.07130
H 2.45964 0.90535 -5.77478
H 1.78884 2.57809 -5.64758
H -0.63824 1.93684 -6.99097
H -0.56414 2.95614 -5.52875
H -1.73133 1.58681 -5.62491
C 1.57290 -1.17285 1.65405
C 1.16225 -2.44509 1.21610
C 1.07241 -2.40739 -0.19439
H 0.85967 -3.26255 1.85777
C 1.33878 -1.08544 -0.64157
C 1.62929 -0.30733 0.50630
H 1.92185 0.72629 0.46962
H 1.71004 -0.88962 2.68579
H 0.75138 -3.21930 -0.84568
H 1.40716 -0.70827 -1.66963
C -2.01478 0.30345 1.24884
C -2.28039 -1.03412 1.66562
C -2.34751 -1.84512 0.49018
H -2.39079 -1.37533 2.69625
C -2.09870 -1.01169 -0.64263
C -1.89467 0.31497 -0.17237
H -1.71082 1.17282 -0.82362
H -1.89213 1.16478 1.90907
H -2.51516 -2.92291 0.50698
H -2.05201 -1.32726 -1.68367
Os -0.36040 -1.03077 0.67027
C -0.28825 2.80785 4.35030
C -0.21509 3.58863 3.04475
P 0.68129 2.64810 1.75694
C 0.28664 3.60042 0.24430
C 0.86203 5.00644 0.14183
C 2.46875 3.00656 2.03409
C 2.82569 4.19609 2.90652
H -0.80848 1.85610 4.22194
H -0.84076 3.37519 5.10449
H 0.69977 2.59340 4.77669
H -1.22791 3.79633 2.65994
H 0.29977 4.54513 3.17998
H 0.66757 3.00136 -0.59775
H -0.81161 3.62461 0.16078
H 1.95243 5.02058 0.05240
H 0.46675 5.48300 -0.76353
H 0.60050 5.62545 1.01057
H 2.87358 2.07570 2.45747
H 2.90250 3.12938 1.02644
H 2.35731 4.11853 3.89822
H 3.91400 4.21624 3.01314
H 2.51417 5.14808 2.47898
```

=====

The following is a quantum chemistry calculation of C29H39BrCoN4O6 as an isolated structure, from the Open Molecules 2025 dataset.

As for the highest occupied orbital energy (alpha / beta): -7.48 / -7.48 eV. For the HOMO-LUMO gap (alpha / beta), the calculation gives 7.5 / 7.5 eV. For the max |F|, the calculation gives 0.0071 hartree/bohr. The spin multiplicity is 2. The expectation value of S² is 0.762.

The geometry in XYZ format:
```
80
C29H39BrCoN4O6, DFT ωB97M-V/def2-TZVPD
Co -0.52247 0.42119 0.82194
C 2.90026 3.92027 -1.90526
N 2.12370 2.70104 -1.74938
C 2.47399 1.59221 -2.63311
C 1.32984 2.46790 -0.69124
O 0.81507 1.37200 -0.50179
C 1.09753 3.60526 0.29754
O 0.23890 3.21256 1.33007
C -1.02852 3.80598 1.39610
C -2.12865 3.01126 0.69037
O -1.89264 1.94369 0.13337
N -3.36477 3.54099 0.72660
C -3.69186 4.74938 1.46797
C -4.48833 2.78010 0.19657
H 3.15170 4.03465 -2.95765
H 3.83145 3.88203 -1.33350
H 2.33694 4.79927 -1.60286
H 2.24105 1.85860 -3.66431
H 1.90879 0.70970 -2.34849
H 3.54156 1.37648 -2.55654
H 0.73761 4.50095 -0.21691
H 2.06440 3.84698 0.75128
H -0.99995 4.82143 0.98601
H -1.28592 3.87856 2.45506
H -2.93959 5.52271 1.33457
H -3.80920 4.55113 2.53657
H -4.63418 5.13855 1.08836
H -4.11847 1.86024 -0.24333
H -5.00882 3.36497 -0.56286
H -5.18667 2.53923 1.00002
C 2.36502 -0.77707 1.83044
O 1.56878 -1.14118 0.71144
C 1.95381 -2.25714 0.02307
C 2.95568 -3.10293 0.46396
C 3.34082 -4.17675 -0.33143
Br 4.72085 -5.31937 0.29698
C 2.75566 -4.41713 -1.54609
C 1.71776 -3.58458 -1.97944
C 1.28721 -2.51531 -1.19222
O 0.28994 -1.71060 -1.61682
C 1.11632 -3.88577 -3.28921
N 1.53234 -4.84366 -4.08000
C 0.70385 -4.78144 -5.18356
C 0.69071 -5.56297 -6.33864
C -0.25667 -5.28049 -7.30320
C -1.18398 -4.23912 -7.13622
C -1.18721 -3.45365 -5.99901
C -0.23091 -3.74576 -5.03115
N 0.06212 -3.18771 -3.80995
H 3.42063 -0.72717 1.55195
H 2.23203 -1.48127 2.65466
H 2.00805 0.19670 2.15408
H 3.44851 -2.94199 1.40989
H 3.06026 -5.23690 -2.17994
H -0.38314 -1.47721 -0.86877
H 1.40560 -6.36577 -6.46338
H -0.28987 -5.87303 -8.20850
H -1.91294 -4.05009 -7.91372
H -1.90332 -2.65247 -5.86804
H -0.38023 -2.42507 -3.32085
C -1.60249 1.78304 5.83691
C -0.48546 0.83925 5.37218
C -0.69006 -0.54279 6.00715
C 0.87208 1.40679 5.80659
C -0.52194 0.71425 3.90250
C -0.55155 0.60404 2.69382
H -1.57010 1.90663 6.92233
H -2.57900 1.38237 5.56174
H -1.49118 2.76464 5.37248
H -0.68224 -0.46923 7.09801
H 0.10236 -1.22542 5.69802
H -1.64316 -0.96761 5.69096
H 0.90168 1.54132 6.89101
H 1.05204 2.37199 5.33032
H 1.67912 0.73063 5.52010
C -2.71596 -1.53890 0.12296
O -1.38680 -1.11782 0.19046
H -3.37909 -0.87417 0.68809
H -2.83772 -2.54934 0.52855
H -3.07096 -1.55210 -0.91566
```

=====

The following is a quantum chemistry calculation of C30H30Cl2GdN6O4PS3 as an isolated structure, from the Open Molecules 2025 dataset.

As for the highest occupied orbital energy (alpha / beta): -4.75 / -2.16 eV. Its charge is -1. For the HOMO-LUMO gap (alpha / beta), the calculation gives 6.8 / 3.6 eV. For the max |F|, the calculation gives 0.0211 hartree/bohr. The spin multiplicity is 7. The expectation value of S² is 13.086.

The geometry in XYZ format:
```
77
C30H30Cl2GdN6O4PS3, DFT ωB97M-V/def2-TZVPD
Gd -0.07972 -0.11677 0.18791
Cl 3.44424 5.31546 3.44273
C 3.05437 4.08378 2.28380
C 1.77281 3.56266 2.26597
C 1.41316 2.55971 1.36675
N 0.19629 1.88786 1.41724
C -0.85722 2.37108 2.09630
O -1.09606 3.52036 2.44991
C -1.80087 1.27572 2.52328
C -3.05566 1.60349 3.00902
C -3.83389 0.61581 3.57754
C -3.30243 -0.65933 3.68752
C -2.05661 -0.90638 3.14329
N -1.31756 0.02173 2.53437
C 2.37980 2.07924 0.44527
C 3.66266 2.62807 0.47693
C 4.00044 3.61566 1.38836
Cl 5.61908 4.24445 1.38285
N 1.97558 1.02466 -0.38232
C 2.72160 0.63443 -1.42763
O 3.79126 1.08015 -1.84141
C 2.10395 -0.50986 -2.19339
C 2.33736 -0.58484 -3.55370
C 1.82204 -1.64572 -4.28133
C 1.12534 -2.62075 -3.58963
C 0.93139 -2.46941 -2.22968
N 1.38149 -1.42777 -1.51627
H 1.03726 3.93583 2.96047
H -3.37519 2.63404 2.94429
H -4.82903 0.83635 3.94173
H -3.86446 -1.45288 4.15775
H -1.61766 -1.89526 3.18831
H 4.40386 2.27658 -0.22043
H 2.93512 0.19264 -4.00796
H 1.97257 -1.71246 -5.35030
H 0.70104 -3.47454 -4.10026
H 0.40134 -3.22949 -1.67213
C -4.40827 -4.29829 2.94506
C -3.89516 -4.09288 1.53494
O -3.83720 -2.68730 1.26458
P -2.80982 -2.11696 0.14897
S -3.19038 -0.19481 -0.04930
S -0.97913 -2.82995 0.53351
O -3.26038 -2.94558 -1.16890
C -4.48700 -2.59424 -1.82377
C -5.03491 -3.83272 -2.50248
H -4.57953 -5.36111 3.11999
H -5.34551 -3.75918 3.08665
H -3.67949 -3.93857 3.67186
H -4.56536 -4.56080 0.80858
H -2.90367 -4.53362 1.41638
H -4.27472 -1.80579 -2.54913
H -5.20093 -2.20087 -1.09631
H -4.30441 -4.23376 -3.20503
H -5.95008 -3.58379 -3.04069
H -5.26502 -4.59918 -1.76073
C 2.24095 -2.88623 1.74097
S 2.11031 -1.16573 2.30724
C 3.75766 -0.61294 1.79661
H 2.29241 -2.91163 0.65325
H 1.34600 -3.40206 2.08095
H 3.12467 -3.34349 2.18321
H 4.50680 -1.14307 2.38227
H 3.82143 0.45419 1.99140
H 3.89157 -0.79200 0.73099
N -0.69891 3.85219 -5.38143
C -0.86201 2.86564 -4.80057
C -1.08627 1.62855 -4.15669
C -1.69990 0.53954 -4.88062
C -1.90085 -0.64191 -4.19496
C -1.50684 -0.76347 -2.87562
N -0.89252 0.27238 -2.18084
C -0.71484 1.41767 -2.83826
H -2.00476 0.66905 -5.90924
H -2.35291 -1.49689 -4.68515
H -1.68809 -1.67735 -2.33305
H -0.21886 2.21589 -2.29138
```